[1]
A 3-piece molecular cluster, C4H10NO2 overall in a non-equilibrium geometry, computed with ωB97M-V/def2-TZVPD.

Properties
- ΔE to the lowest compared entry with this formula, charge and spin: 3.215 eV
- Molecular weight: 104.1 g/mol
- Total charge: +1
- Frontier orbital gap: 8.22 eV

Each line ends with the Löwdin charge.
Positions of all 17 atoms, in Å:
O1 0.320 -1.825 1.176  0.1067
O2 1.839 1.235 0.916  -0.0873
N1 -0.099 0.532 -0.624  0.2271
C1 -1.860 1.241 -2.113  -0.0499
C2 0.625 -2.588 2.028  -0.2246
C3 0.767 -3.630 2.789  0.0693
C4 -0.572 1.451 -1.428  -0.0407
H1 0.914 -4.429 2.228  0.0315
H2 0.832 -3.523 3.855  0.0846
H3 -2.007 1.521 -3.246  0.1428
H4 -2.084 0.077 -2.090  0.1327
H5 -0.490 -0.371 -0.407  0.1189
H6 1.976 1.620 1.865  0.1439
H7 0.584 0.714 0.095  0.0286
H8 2.097 0.266 0.969  0.0883
H9 -2.673 1.811 -1.734  0.0820
H10 -0.279 2.471 -1.563  0.1462

=====

[2]
C5H10S2 in the gas phase in a non-equilibrium geometry, computed with ωB97M-V/def2-TZVPD.

Properties
- ΔE to the lowest compared entry with this formula, charge and spin: 1.668 eV
- Molecular weight: 134.3 g/mol
- Frontier orbital gap: 9.00 eV

Each line ends with the Löwdin charge.
Positions of all 17 atoms, in Å:
S1 2.136 1.401 -1.158  0.6483
S2 0.112 -0.477 -2.614  0.7617
C1 -0.753 -0.429 1.127  -0.2708
C2 0.116 -0.767 -0.033  -0.2347
C3 0.476 0.833 -1.379  -0.8805
C4 -0.469 -1.507 -1.223  -0.4861
C5 -0.194 0.705 1.982  -0.1010
H1 1.140 -1.026 0.204  0.1081
H2 -1.559 -1.501 -1.213  0.0682
H3 -1.763 -0.178 0.789  0.1153
H4 -0.787 0.820 2.885  0.0698
H5 2.157 2.266 -2.176  -0.1538
H6 0.839 0.503 2.261  0.0766
H7 -0.114 -2.535 -1.317  0.0689
H8 -0.829 -1.335 1.742  0.1213
H9 -0.216 1.640 1.425  0.0688
H10 -0.291 1.587 -1.302  0.0199

=====

For reference, HOMO energy by record: -0.4701 -0.3071 hartree.